one.
C3H5N3S | wB97M-V/def2-TZVPD

```
12
C3H5N3S (wB97M-V/def2-TZVPD)
N -2.85186 -0.33296 -0.30511
N -1.41764 -0.15235 0.12569
C -1.01237 1.09892 0.18008
N 0.23205 1.21926 0.13669
C 0.88475 0.01330 -0.03920
S 2.39617 -0.16501 -0.15915
C -0.19162 -1.07297 0.35428
H -2.97007 -0.61807 -1.37274
H -3.30166 -0.78419 0.39285
H -1.68319 1.89091 -0.12392
H -0.02736 -1.71834 -0.45236
H -0.17887 -1.50325 1.43068
```

Computed properties:
- Highest occupied orbital energy: -8.431 eV
- Orbital gap: 8.38 eV

Atomic partial charges in e from the Mulliken method, atoms 1 to 6: number 1, N, carries -0.5435; number 2, N, carries 0.0282; number 3, C, carries 0.1558; number 4, N, carries -0.5282; number 5, C, carries 0.1762; number 6, S, carries -0.3723


two.
C3H5N3S | wB97M-V/def2-TZVPD

```
12
C3H5N3S (wB97M-V/def2-TZVPD)
C 1.83791 0.73770 0.42001
C -0.18110 -0.46612 -0.50907
C 0.44042 0.42018 0.61291
N 2.76909 1.49231 0.27769
N 4.04422 1.17660 -0.13859
N 4.31988 0.02040 -0.33255
S 3.40934 -1.20496 -0.08200
H 0.02201 -1.55180 -0.44531
H 0.26342 -0.12303 -1.57946
H -1.22108 -0.35603 -0.34969
H 0.50916 -0.22426 1.63648
H -0.19467 1.35602 0.75581
```

Computed properties:
- Highest occupied orbital energy (spin up / spin down): -8.837 / -8.837 eV
- Orbital gap (spin up / spin down): 8.79 / 8.79 eV

Atomic partial charges in e from the Mulliken method, atoms 1 to 6: number 1, C, carries 0.1333; number 2, C, carries -0.9877; number 3, C, carries -0.0629; number 4, N, carries 0.0509; number 5, N, carries -0.4831; number 6, N, carries 0.0369


The least stable of them is two.


one.
C5H13N2 | wB97M-V/def2-TZVPD

```
20
C5H13N2 (wB97M-V/def2-TZVPD)
C -0.60196 2.05689 -1.27507
C -0.86599 0.77445 -2.25881
C 0.08477 -0.24816 -1.93450
N 0.08829 -2.23793 1.40218
C 0.75069 -1.79631 0.17225
C -0.05663 -0.98641 -0.70895
N 0.77633 0.55911 3.08356
H 0.37436 2.55914 -1.33910
H -1.34315 2.86413 -1.28948
H -0.92226 1.10398 -3.30618
H -1.92808 0.45744 -2.10924
H 1.01806 -0.33885 -2.60613
H 0.40137 1.51260 3.10686
H -0.81777 -2.63455 1.32259
H 0.59261 -2.96451 1.78868
H 1.90220 -1.73872 0.28588
H -1.06769 -0.98762 -0.41854
H -0.59408 1.73445 -0.19474
H 1.26329 0.20013 2.31704
H 0.94563 0.11074 3.96172
```

Computed properties:
- Total charge: +1
- Highest occupied orbital energy: -12.358 eV
- Orbital gap: 6.09 eV

Atomic partial charges in e from the Mulliken method, atoms 1 to 6: number 1, C, carries -0.9765; number 2, C, carries -0.5195; number 3, C, carries 0.0145; number 4, N, carries -0.3360; number 5, C, carries -0.1204; number 6, C, carries -0.2703


two.
C5H13N2 | wB97M-V/def2-TZVPD

```
20
C5H13N2 (wB97M-V/def2-TZVPD)
C 2.31679 -0.91283 0.53209
C 1.22528 -0.86557 -0.22694
N 1.17545 -0.56405 -1.60781
C -0.15259 -0.86455 0.41910
C -0.76890 0.50472 0.62793
C -2.27298 0.54015 0.66784
N -0.19915 1.45017 -0.45847
H 2.17379 -1.08964 1.58755
H 3.32425 -0.83838 0.14873
H 2.08957 -0.46557 -2.01209
H 0.57925 -1.16779 -2.12961
H 0.02541 -1.44801 1.32528
H -0.86323 -1.52164 -0.09981
H -0.38681 0.87515 1.57852
H -2.77446 0.31475 -0.27398
H -2.69328 1.48821 0.98736
H -2.49301 -0.26614 1.37192
H 0.15812 2.36983 -0.18725
H 0.46934 0.88402 -1.09269
H -0.93282 1.57719 -1.15766
```

Computed properties:
- Total charge: +1
- Highest occupied orbital energy: -13.159 eV
- Orbital gap: 10.10 eV

Atomic partial charges in e from the Mulliken method, atoms 1 to 6: number 1, C, carries -1.1457; number 2, C, carries 0.6395; number 3, N, carries -0.5114; number 4, C, carries -1.0993; number 5, C, carries 0.3699; number 6, C, carries -1.4965


three.
C5H13N2 | wB97M-V/def2-TZVPD

```
20
C5H13N2 (wB97M-V/def2-TZVPD)
C -2.39890 0.45258 0.74341
C -0.86758 0.56407 0.66711
C -0.28712 -0.86125 0.47801
C 1.07571 -0.85847 -0.11079
C 2.19929 -0.76074 0.60024
N 1.07404 -0.31414 -1.47430
N -0.46833 1.33381 -0.58952
H -2.71244 0.00810 -0.20304
H -2.81909 1.45875 0.70342
H -2.69123 -0.13954 1.59842
H -0.33265 1.07384 1.45515
H -0.34417 -1.41898 1.41072
H -0.94101 -1.39682 -0.22219
H 2.20729 -0.97012 1.66248
H 3.14559 -0.41780 0.19901
H 2.03460 -0.13544 -1.70327
H 0.77517 -1.00710 -2.14297
H -0.12034 2.27104 -0.35008
H 0.24920 0.71333 -1.18986
H -1.27938 1.54788 -1.17250
```

Computed properties:
- Total charge: +1
- Highest occupied orbital energy: -13.585 eV
- Orbital gap: 10.67 eV

Atomic partial charges in e from the Mulliken method, atoms 1 to 6: number 1, C, carries -1.4160; number 2, C, carries 0.1172; number 3, C, carries -0.8668; number 4, C, carries 0.4550; number 5, C, carries -1.1157; number 6, N, carries -0.4564


The least stable of them is one.


one.
C5H13N2 | wB97M-V/def2-TZVPD

```
20
C5H13N2 (wB97M-V/def2-TZVPD)
C 1.65663 0.47560 0.41796
C 0.70273 -0.24997 0.93776
N 0.76758 -0.69724 2.33302
C -0.43621 -0.97067 0.15615
C -1.10088 -0.19632 -1.00257
C -0.14434 0.09409 -2.30912
N -1.30026 1.28721 -0.35638
H 2.18266 0.53927 -0.64925
H 2.23434 0.78208 1.19657
H 1.64569 -0.67239 2.96635
H 0.31198 -1.63013 2.56826
H 0.26165 -1.86496 -0.21197
H -1.18173 -1.31374 0.88188
H -2.08378 -0.46394 -1.30654
H 0.56862 0.97116 -2.03636
H 0.24983 -0.90267 -2.71522
H -0.72023 0.59693 -3.08642
H -0.88947 1.95297 -1.01138
H -2.24897 1.59093 -0.13086
H -0.66941 1.36831 0.49741
```

Computed properties:
- Total charge: +1
- Highest occupied orbital energy: -12.299 eV
- Orbital gap: 9.09 eV

Atomic partial charges in e from the Mulliken method, atoms 1 to 6: number 1, C, carries -0.8947; number 2, C, carries 0.3524; number 3, N, carries -0.5462; number 4, C, carries -0.7249; number 5, C, carries 0.0522; number 6, C, carries -1.2346


two.
C5H13N2 | wB97M-V/def2-TZVPD

```
20
C5H13N2 (wB97M-V/def2-TZVPD)
C 1.23963 1.89311 0.38655
C -0.60782 0.35418 -0.92858
C 0.29966 -2.01461 -0.65150
C -2.20009 -1.55339 -0.30995
C -0.85031 -0.95173 -0.63576
N 1.99135 0.91136 0.92673
N 0.50887 2.54404 1.26638
H 1.41335 2.16889 -0.63661
H -1.49052 1.05982 -0.97266
H -0.06655 3.36914 1.39981
H 0.23955 0.69913 -1.40389
H 0.19952 -2.59932 -1.54911
H 0.16250 -2.75448 0.10158
H 1.34821 -1.53859 -0.46683
H -2.94210 -0.82284 -0.46173
H -2.26161 -2.35204 -1.19238
H -2.19050 -1.95047 0.70150
H 2.57551 0.38543 0.27638
H 2.03881 0.88484 1.92875
H 0.59255 2.26753 2.22131
```

Computed properties:
- Total charge: +1
- Highest occupied orbital energy: -12.730 eV
- Orbital gap: 8.75 eV

Atomic partial charges in e from the Mulliken method, atoms 1 to 6: number 1, C, carries 0.1753; number 2, C, carries -1.0767; number 3, C, carries -1.0413; number 4, C, carries -1.1563; number 5, C, carries 0.8231; number 6, N, carries -0.3065


three.
C5H13N2 | wB97M-V/def2-TZVPD

```
20
C5H13N2 (wB97M-V/def2-TZVPD)
N -0.21574 1.61183 2.90846
C -0.08970 1.53318 1.53508
C 1.02037 1.01641 0.91139
C 1.21082 0.84146 -0.56291
C 0.78288 -0.51557 -1.11658
C -0.63939 -0.89383 -1.54721
N -1.26238 -2.06897 -0.81950
H 0.63824 1.37850 3.47879
H -1.09321 2.07736 3.35261
H -0.96608 2.00411 0.83335
H 1.69344 0.70922 1.63786
H 2.23388 0.80351 -0.97779
H 0.70711 1.71937 -1.07069
H 1.37120 -0.63614 -2.21374
H 1.31338 -1.39513 -0.56929
H -1.44284 -0.14964 -1.30862
H -0.78279 -0.97955 -2.60011
H -0.88047 -3.01620 -0.74864
H -2.14986 -2.20728 -1.22985
H -1.44886 -1.83262 0.10740
```

Computed properties:
- Total charge: +1
- Highest occupied orbital energy: -10.923 eV
- Orbital gap: 7.31 eV

Atomic partial charges in e from the Mulliken method, atoms 1 to 6: number 1, N, carries -0.4661; number 2, C, carries 0.1047; number 3, C, carries -0.5897; number 4, C, carries -0.6630; number 5, C, carries -0.7305; number 6, C, carries -0.4617


four.
C5H13N2 | wB97M-V/def2-TZVPD

```
20
C5H13N2 (wB97M-V/def2-TZVPD)
C -1.58002 0.82661 1.05718
C -0.46708 0.15123 1.36746
N 0.67212 0.70150 1.97604
C -0.03176 -1.13484 0.55761
C 0.33903 -0.80956 -0.89951
C -0.75588 -0.28164 -1.81214
N 1.43137 0.26082 -0.78710
H -2.17955 0.51348 0.21524
H -1.77178 1.81050 1.48116
H 1.26219 0.14541 2.57204
H 0.64897 1.70136 2.06322
H 0.76009 -1.49956 1.20103
H -0.87124 -1.83186 0.52305
H 0.74386 -1.74280 -1.27578
H -1.00714 0.78419 -1.73205
H -0.40511 -0.46013 -2.82725
H -1.69930 -0.78351 -1.58997
H 1.62770 0.38608 0.22494
H 1.03081 1.18403 -0.96430
H 2.25270 0.07870 -1.35086
```

Computed properties:
- Total charge: +1
- Highest occupied orbital energy: -12.723 eV
- Orbital gap: 9.47 eV

Atomic partial charges in e from the Mulliken method, atoms 1 to 6: number 1, C, carries -1.0546; number 2, C, carries 0.6983; number 3, N, carries -0.5580; number 4, C, carries -1.2683; number 5, C, carries 0.3663; number 6, C, carries -1.5468


The least stable of them is one.